Below is a molecular structure, C37H71N3O2PbSi6Te, with properties calculated with the ωB97M-V functional and the def2-TZVPD basis.

Geometry (Å):
Pb (0.25788, 1.65047, -0.76298)
C (-0.97361, 0.72028, -3.81478)
N (-1.68978, 1.89194, -3.33005)
C (-3.13480, 1.66060, -3.39282)
C (-3.95569, 2.16003, -2.20641)
C (-3.58395, 1.54221, -0.85072)
N (-2.52160, 2.27224, -0.17118)
C (-2.87385, 3.07095, 0.74921)
C (-2.00836, 3.99407, 1.47848)
C (-2.63818, 5.08075, 2.09700)
C (-1.93345, 6.06922, 2.75208)
C (-0.53965, 5.95940, 2.80707)
C (0.11001, 4.88927, 2.23838)
C (-0.59333, 3.85611, 1.56483)
O (0.06166, 2.84072, 1.11136)
C (-1.24509, 3.05218, -4.08657)
C (-1.74332, 4.40750, -3.60281)
C (-1.49076, 4.68618, -2.12599)
N (-0.14848, 4.32094, -1.72521)
C (0.57983, 5.23478, -1.22214)
C (1.94540, 5.10196, -0.74366)
C (2.55092, 6.25559, -0.23015)
C (3.84796, 6.26047, 0.23534)
C (4.57329, 5.06234, 0.18407)
C (4.01042, 3.91129, -0.31189)
C (2.67187, 3.87850, -0.78721)
O (2.18383, 2.77619, -1.24361)
H (-1.20238, 0.50205, -4.87347)
H (-1.24198, -0.15181, -3.22176)
H (0.10416, 0.87788, -3.73342)
H (-3.29707, 0.58191, -3.45627)
H (-3.54537, 2.09416, -4.32175)
H (-4.99491, 1.88697, -2.41885)
H (-3.93851, 3.25089, -2.13309)
H (-3.26462, 0.50848, -1.01013)
H (-4.48330, 1.51648, -0.21747)
H (-3.94237, 3.15334, 1.01308)
H (-3.72152, 5.14113, 2.03648)
H (-2.44616, 6.90454, 3.21203)
H (0.04276, 6.72508, 3.30911)
H (1.18811, 4.79432, 2.27995)
H (-1.52689, 2.94072, -5.15304)
H (-0.15408, 3.06117, -4.04319)
H (-2.81410, 4.52303, -3.80445)
H (-1.23016, 5.16279, -4.20809)
H (-2.16754, 4.08132, -1.53052)
H (-1.70781, 5.74424, -1.90914)
H (0.16697, 6.25224, -1.12116)
H (1.95987, 7.16668, -0.19450)
H (4.29052, 7.16248, 0.63871)
H (5.59394, 5.03618, 0.55163)
H (4.55484, 2.97540, -0.33152)
C (3.33209, -3.58054, -1.33663)
Si (2.35292, -3.89971, 0.23763)
C (2.99636, -5.50526, 1.01303)
C (0.55413, -4.17850, -0.20518)
Si (2.64708, -2.09436, 1.69688)
Te (2.63818, 0.07902, 0.51006)
Si (1.21484, -2.21340, 3.55675)
C (-0.28309, -3.32161, 3.27551)
C (2.07294, -2.96945, 5.07007)
C (0.65638, -0.47350, 3.99845)
Si (4.83712, -2.11660, 2.53126)
C (6.09704, -1.90514, 1.14450)
C (5.05217, -0.66504, 3.71666)
C (5.37060, -3.68776, 3.45596)
H (3.19349, -4.40039, -2.04864)
H (4.40000, -3.47103, -1.13451)
H (2.98800, -2.65322, -1.79902)
H (2.81596, -6.34752, 0.33705)
H (2.48560, -5.71834, 1.95603)
H (4.06796, -5.45521, 1.21668)
H (0.47606, -4.95757, -0.97174)
H (0.05303, -3.28221, -0.58488)
H (-0.00957, -4.51467, 0.66745)
H (0.02360, -4.36864, 3.19966)
H (-0.83420, -3.06626, 2.37097)
H (-0.97281, -3.23465, 4.12187)
H (2.37223, -4.00215, 4.87341)
H (1.36921, -2.97924, 5.90928)
H (2.95984, -2.41278, 5.37919)
H (-0.20911, -0.18745, 3.39519)
H (1.44161, 0.25515, 3.78718)
H (0.37939, -0.40517, 5.05518)
H (5.84918, -1.03673, 0.53177)
H (6.11868, -2.78485, 0.49636)
H (7.09909, -1.76853, 1.56507)
H (4.79469, 0.26380, 3.20329)
H (6.08852, -0.60020, 4.06432)
H (4.40367, -0.75354, 4.59174)
H (5.59028, -4.49278, 2.75090)
H (4.61847, -4.05052, 4.15718)
H (6.28683, -3.48068, 4.01965)
C (-2.44642, -1.11519, 1.42639)
Si (-3.20567, -2.20019, 0.06846)
C (-5.07590, -1.74848, 0.08115)
C (-3.28274, -3.98592, 0.73052)
C (-2.29521, -1.98253, -1.45426)
Si (-2.31123, -2.98915, -2.92517)
C (-3.50847, -2.48538, -4.33807)
C (-2.82374, -4.78899, -2.58962)
C (-0.62552, -3.08901, -3.80728)
H (-2.86109, -1.32248, 2.41835)
H (-2.62259, -0.05950, 1.20868)
H (-1.36185, -1.25077, 1.46952)
H (-5.60717, -2.29599, 0.86810)
H (-5.53767, -2.00250, -0.87763)
H (-5.23845, -0.67945, 0.25308)
H (-3.63827, -3.98837, 1.76713)
H (-2.31323, -4.48492, 0.69436)
H (-3.98612, -4.58169, 0.14062)
H (-1.69399, -1.07097, -1.46469)
H (-4.49058, -2.23986, -3.92330)
H (-3.63733, -3.28696, -5.07530)
H (-3.14434, -1.60091, -4.87122)
H (-3.86412, -4.85235, -2.25600)
H (-2.19885, -5.23924, -1.81490)
H (-2.73133, -5.38356, -3.50461)
H (-0.42283, -2.19381, -4.40195)
H (-0.58710, -3.94677, -4.48777)
H (0.18180, -3.19568, -3.07897)

* 2S+1: 1
* LUMO: 4.2 eV
* ΔE to the lowest compared entry with this formula, charge and spin: 0.0 kJ/mol
* charge: -2
* orbital gap: 5.574 eV
* E_HOMO: -1.33 eV